{
  "formula": "C17H19NO",
  "method": "ωB97M-V/def2-TZVPD",
  "species": ["C", "C", "C", "C", "C", "C", "C", "C", "O", "H", "H", "H", "H", "H", "H", "H", "H", "H", "H", "C", "C", "C", "C", "C", "C", "C", "C", "C", "N", "H", "H", "H", "H", "H", "H", "H", "H", "H"],
  "positions_angstrom": [[1.62, 2.26, -0.17], [2.34, 3.68, -0.10], [0.15, 2.42, -0.03], [-0.79, 2.37, -1.18], [-0.45, 2.73, 1.14], [-2.08, 2.81, -1.14], [-1.80, 2.98, 1.30], [-2.63, 3.01, 0.16], [-3.94, 3.40, 0.33], [1.83, 1.66, -0.99], [2.09, 1.89, 0.80], [3.39, 3.38, 0.17], [-0.20, 2.03, -2.02], [0.23, 2.89, 1.99], [-2.59, 2.93, -2.10], [-2.41, 3.11, 2.21], [-4.09, 3.55, 1.30], [1.86, 4.37, 0.56], [2.26, 4.37, -0.90], [0.65, -3.89, 2.51], [0.21, -2.85, 0.15], [0.67, -3.90, 1.01], [0.65, -3.06, -1.19], [1.42, -4.69, 0.21], [-1.22, -1.15, -0.76], [-0.60, -1.24, -2.04], [-0.65, -1.76, 0.31], [0.38, -2.17, -2.25], [1.52, -4.17, -1.09], [-2.07, -0.42, -0.59], [-1.07, -0.73, -2.95], [-0.80, -1.40, 1.36], [0.96, -2.12, -3.06], [0.60, -2.89, 2.90], [1.51, -4.43, 2.95], [1.62, -5.74, 0.50], [1.71, -4.77, -1.90], [-0.27, -4.47, 2.61]],
  "charge": 0,
  "fmax_ev_per_a": 4.2,
  "smiles": "Cc1c[nH]c2ccccc12.CCc1ccc(O)cc1",
  "e_homo_ev": -7.8056,
  "homo_lumo_gap_ev": 8.62
}